Record 1
ORCA calculation (ωB97M-V with the def2-TZVPD basis set) on C30H23BrN5O5Sn as an isolated structure.

Its energy above the lowest of the compared OMol25 structures with the same formula, charge and spin is 35.59 kcal per mole. The value obtained for the HOMO-LUMO gap is 7.423 eV. Its LUMO energy is -3.86 eV. As for the total charge: +1.

Geometry (Å):
Sn -0.78383 0.38795 -0.20832
O 6.42302 0.23809 3.44029
N 5.94712 -0.10565 2.38228
O 6.58270 -0.54156 1.44202
C 4.47196 -0.01592 2.23838
C 3.77614 0.03186 3.38750
C 2.34850 0.08203 3.37848
C 1.57611 0.09646 4.55386
C 0.20944 0.13076 4.45880
C -0.37104 0.15792 3.18596
N 0.34151 0.14913 2.07438
C 1.68160 0.11058 2.15809
C 2.43144 0.09563 0.92390
N 1.72200 0.16910 -0.22345
C 2.36106 0.17270 -1.37890
C 3.74870 0.08911 -1.46320
C 4.48613 0.01696 -0.31004
C 3.83155 0.01686 0.94139
H 4.31166 0.02820 4.32760
H 2.07189 0.08422 5.51760
H -0.41620 0.14363 5.34049
H -1.44828 0.18678 3.07332
H 1.75180 0.25640 -2.27205
H 4.23409 0.08931 -2.42938
H 5.56001 -0.04094 -0.35332
C -0.66155 -6.53414 -1.70051
N -0.29135 -5.13964 -1.91323
N -1.13435 -4.10514 -1.55527
C -0.39131 -2.94968 -1.43773
O -0.91766 -1.84307 -1.14735
C 0.95505 -3.31502 -1.70764
C 0.96872 -4.66280 -1.96115
C 2.12081 -5.56188 -2.24410
C -2.53441 -4.15528 -1.83509
C -3.41614 -3.53371 -0.96596
C -4.77264 -3.54957 -1.25246
C -5.24573 -4.19945 -2.38359
C -4.35355 -4.81925 -3.24866
C -2.99219 -4.78269 -2.98701
H -1.73879 -6.63882 -1.75910
H -0.32672 -6.88450 -0.72324
H -0.20885 -7.14229 -2.47822
H 1.79081 -2.63639 -1.73124
H 3.04272 -4.98640 -2.24478
H 2.00888 -6.04098 -3.21831
H 2.20540 -6.34832 -1.49149
H -3.03971 -3.04344 -0.07959
H -5.46855 -3.06242 -0.58100
H -6.30703 -4.21652 -2.59616
H -4.71394 -5.32874 -4.13297
H -2.28892 -5.22235 -3.68442
Br 3.62574 3.08702 2.51778
C 2.38185 4.17625 1.57484
C 2.50846 5.55219 1.62329
C 1.59560 6.32813 0.91786
C 0.58046 5.73150 0.18609
C 0.46116 4.34843 0.15868
C 1.37120 3.56413 0.85723
C -0.66234 3.73184 -0.63408
O -1.40524 4.40634 -1.29923
O -0.76435 2.41227 -0.53166
H 3.30048 6.01197 2.19882
H 1.68499 7.40605 0.94581
H -0.13190 6.32476 -0.37133
H 1.28789 2.48824 0.83869

Record 2
ORCA calculation (ωB97M-V with the def2-TZVPD basis set) on C30H23Cl2N2O2S5Zn as an isolated structure.

Its energy above the lowest of the compared OMol25 structures with the same formula, charge and spin is 16.43 kcal per mole. The value obtained for the HOMO-LUMO gap is 6.526 eV. Its LUMO energy is 2.05 eV. As for the total charge: -1.

Geometry (Å):
Zn 0.09216 0.56253 0.51619
S -0.63738 -0.92871 2.18396
C 0.54304 -0.28908 3.30789
C 1.14884 -1.16816 4.20728
C 2.11540 -0.75532 5.11287
C 2.76202 -1.72646 5.95270
N 3.28176 -2.52563 6.59753
C 2.48068 0.59672 5.15296
C 1.88293 1.48424 4.27019
C 0.93463 1.08015 3.32363
S 0.33960 2.26613 2.18437
C 3.50409 1.06074 6.05107
N 4.33046 1.43418 6.75911
H 0.87055 -2.21354 4.17750
H 2.17189 2.52698 4.29339
O 0.08159 -0.63148 -1.21657
S 0.68445 -1.58857 -2.19676
C 2.46635 -1.25854 -2.35158
C 3.37419 -1.65499 -1.18104
C 4.58382 -0.72396 -0.99287
C 4.27356 0.73372 -0.67784
S 3.28826 1.08754 0.78868
O 2.13797 0.10255 0.72380
C 4.30486 0.40686 2.08439
C 5.30795 1.19884 2.62856
C 6.05365 0.71010 3.68977
C 5.77932 -0.55006 4.20818
C 4.76177 -1.32362 3.66684
C 4.01378 -0.84540 2.59856
C 0.75108 -3.18402 -1.38704
C -0.10943 -3.38688 -0.32186
C -0.12112 -4.62041 0.31701
C 0.70529 -5.64177 -0.12429
C 1.54590 -5.43674 -1.21338
C 1.57063 -4.20712 -1.84988
H 2.45731 -0.17689 -2.52251
H 2.74678 -1.73881 -3.29229
H 3.76071 -2.66405 -1.32831
H 2.78270 -1.67020 -0.26833
H 5.17453 -0.70848 -1.91511
H 5.22135 -1.15468 -0.21626
H 3.67049 1.20772 -1.46095
H 5.18567 1.32580 -0.56190
H 5.48053 2.19738 2.24214
H 6.82169 1.32629 4.13887
H 6.34036 -0.91688 5.05787
H 4.52724 -2.28832 4.09851
H 3.18185 -1.40980 2.19536
H -0.73377 -2.57789 0.02934
H -0.77068 -4.76556 1.17024
H 0.70172 -6.59922 0.38104
H 2.19303 -6.23256 -1.55930
H 2.22566 -4.05091 -2.69889
Cl -1.38003 2.21712 -0.92638
C -0.31378 3.58894 -0.69363
C -0.78879 4.61376 0.10169
C 0.02787 5.69738 0.37332
C 1.31093 5.71711 -0.15067
C 1.76040 4.67323 -0.93914
Cl 3.39732 4.77796 -1.53152
C 0.97798 3.54275 -1.26371
S 1.52992 2.22030 -2.22995
H -1.78335 4.54626 0.52101
H -0.32132 6.50106 1.00754
H 1.97818 6.54392 0.05412

Record 3
ORCA calculation (ωB97M-V with the def2-TZVPD basis set) on C30H23Cl2N6O10S2W as an isolated structure.

Its energy above the lowest of the compared OMol25 structures with the same formula, charge and spin is 0.49 kcal per mole. The value obtained for the HOMO-LUMO gap (alpha / beta) is 6.504 / 6.505 eV. Its LUMO energy (alpha / beta) is -4.37 / -4.37 eV. As for the total charge: +1.

Geometry (Å):
W 0.35969 0.99856 -0.59178
O 1.37850 0.35164 3.26150
C 1.36359 0.80907 2.16184
O 0.46047 0.34574 1.21175
C 2.18892 1.88363 1.57654
C 2.83856 2.85579 2.23192
C 3.38304 3.97112 1.48261
C 3.09331 4.20944 0.18504
C 2.30409 3.23562 -0.48753
C 2.07647 1.93099 0.12052
O 2.34834 0.81483 -0.59267
N 1.62180 3.44856 -1.60549
O 1.67654 4.35134 -2.39504
O 0.69338 2.43633 -1.87447
N 4.19559 4.95443 2.21136
O 4.38405 4.73879 3.39217
O 4.61723 5.90825 1.59470
H 2.91758 2.86268 3.31083
H 3.41731 5.11869 -0.30285
N -5.06182 1.55079 5.02376
C -4.35264 1.73936 3.88061
C -3.07772 1.16266 3.72962
C -2.36496 1.33808 2.56965
C -2.91742 2.09601 1.53480
C -4.18684 2.66421 1.65744
C -4.89520 2.48658 2.82000
S -2.05249 2.35859 0.07697
O -0.59541 2.61326 0.41525
O -2.67544 3.34804 -0.72451
N -1.70322 0.93479 -0.68132
C -2.73735 0.00230 -0.88949
N -2.37059 -1.26541 -1.02903
C -3.36262 -2.13008 -1.23071
C -4.69048 -1.74428 -1.27728
C -4.94555 -0.39742 -1.09156
N -3.96970 0.48690 -0.90411
H -4.60967 1.16050 5.83109
H -5.88570 2.09938 5.19396
H -2.65261 0.58281 4.53898
H -1.38758 0.88829 2.46782
H -4.59723 3.23984 0.83972
H -5.87820 2.92771 2.92545
H -3.07297 -3.16813 -1.35236
H -5.48505 -2.45583 -1.44330
H -5.95531 -0.00442 -1.09624
Cl -0.75691 0.46314 -3.75822
C 0.61849 0.16234 -4.84929
Cl 2.16116 0.25090 -4.00792
H 0.59028 0.92051 -5.62199
H 0.50312 -0.83300 -5.26112
O 0.53335 -0.93188 -1.21062
S 0.63402 -2.20408 -0.32622
C 0.51766 -3.47291 -1.56284
C 1.00351 -4.73655 -1.25205
C 0.85130 -5.75259 -2.18031
C 0.22096 -5.49986 -3.39290
C -0.26539 -4.23294 -3.68051
C -0.12546 -3.20247 -2.75936
C 2.32471 -2.28792 0.15089
C 2.57415 -2.17854 1.51262
C 3.89288 -2.13185 1.94457
C 4.92136 -2.18753 1.01651
C 4.65137 -2.29223 -0.34670
C 3.34512 -2.34196 -0.79210
H 1.50478 -4.92367 -0.31027
H 1.23040 -6.74107 -1.96001
H 0.11036 -6.29590 -4.11694
H -0.75972 -4.04315 -4.62414
H -0.51092 -2.21120 -2.95317
H 1.75564 -2.11188 2.21886
H 4.11092 -2.04323 2.99999
H 5.94857 -2.14561 1.35389
H 5.46491 -2.32932 -1.05831
H 3.11469 -2.40560 -1.84854

Please write out number 3 again, unchanged.
ORCA calculation (ωB97M-V with the def2-TZVPD basis set) on C30H23Cl2N6O10S2W as an isolated structure.

Its energy above the lowest of the compared OMol25 structures with the same formula, charge and spin is 0.49 kcal per mole. The value obtained for the HOMO-LUMO gap (alpha / beta) is 6.504 / 6.505 eV. Its LUMO energy (alpha / beta) is -4.37 / -4.37 eV. As for the total charge: +1.

Geometry (Å):
W 0.35969 0.99856 -0.59178
O 1.37850 0.35164 3.26150
C 1.36359 0.80907 2.16184
O 0.46047 0.34574 1.21175
C 2.18892 1.88363 1.57654
C 2.83856 2.85579 2.23192
C 3.38304 3.97112 1.48261
C 3.09331 4.20944 0.18504
C 2.30409 3.23562 -0.48753
C 2.07647 1.93099 0.12052
O 2.34834 0.81483 -0.59267
N 1.62180 3.44856 -1.60549
O 1.67654 4.35134 -2.39504
O 0.69338 2.43633 -1.87447
N 4.19559 4.95443 2.21136
O 4.38405 4.73879 3.39217
O 4.61723 5.90825 1.59470
H 2.91758 2.86268 3.31083
H 3.41731 5.11869 -0.30285
N -5.06182 1.55079 5.02376
C -4.35264 1.73936 3.88061
C -3.07772 1.16266 3.72962
C -2.36496 1.33808 2.56965
C -2.91742 2.09601 1.53480
C -4.18684 2.66421 1.65744
C -4.89520 2.48658 2.82000
S -2.05249 2.35859 0.07697
O -0.59541 2.61326 0.41525
O -2.67544 3.34804 -0.72451
N -1.70322 0.93479 -0.68132
C -2.73735 0.00230 -0.88949
N -2.37059 -1.26541 -1.02903
C -3.36262 -2.13008 -1.23071
C -4.69048 -1.74428 -1.27728
C -4.94555 -0.39742 -1.09156
N -3.96970 0.48690 -0.90411
H -4.60967 1.16050 5.83109
H -5.88570 2.09938 5.19396
H -2.65261 0.58281 4.53898
H -1.38758 0.88829 2.46782
H -4.59723 3.23984 0.83972
H -5.87820 2.92771 2.92545
H -3.07297 -3.16813 -1.35236
H -5.48505 -2.45583 -1.44330
H -5.95531 -0.00442 -1.09624
Cl -0.75691 0.46314 -3.75822
C 0.61849 0.16234 -4.84929
Cl 2.16116 0.25090 -4.00792
H 0.59028 0.92051 -5.62199
H 0.50312 -0.83300 -5.26112
O 0.53335 -0.93188 -1.21062
S 0.63402 -2.20408 -0.32622
C 0.51766 -3.47291 -1.56284
C 1.00351 -4.73655 -1.25205
C 0.85130 -5.75259 -2.18031
C 0.22096 -5.49986 -3.39290
C -0.26539 -4.23294 -3.68051
C -0.12546 -3.20247 -2.75936
C 2.32471 -2.28792 0.15089
C 2.57415 -2.17854 1.51262
C 3.89288 -2.13185 1.94457
C 4.92136 -2.18753 1.01651
C 4.65137 -2.29223 -0.34670
C 3.34512 -2.34196 -0.79210
H 1.50478 -4.92367 -0.31027
H 1.23040 -6.74107 -1.96001
H 0.11036 -6.29590 -4.11694
H -0.75972 -4.04315 -4.62414
H -0.51092 -2.21120 -2.95317
H 1.75564 -2.11188 2.21886
H 4.11092 -2.04323 2.99999
H 5.94857 -2.14561 1.35389
H 5.46491 -2.32932 -1.05831
H 3.11469 -2.40560 -1.84854